Version P
Below is a cluster of 2 separate species, C3H6N2O2 in total, with properties calculated with ωB97M-V/def2-TZVPD.

Calculated values
Highest occupied orbital energy, Ha: -0.34311
HOMO-LUMO gap, eV: 10.150

CARTESIAN COORDINATES (ANGSTROEM)
C (0.429, -0.182, 0.989)
C (-0.142, -0.218, -0.372)
O (-0.371, -1.459, -0.869)
N (-0.736, 0.674, -1.046)
O (-0.594, 1.985, -0.541)
H (0.433, 0.944, 1.167)
H (-0.333, -0.690, 1.705)
H (1.463, -0.493, 1.464)
H (-0.196, -2.186, -0.241)
H (-1.090, 2.338, -1.284)
C (-3.360, -0.228, -0.006)
N (-3.211, -0.800, 0.972)
H (-3.509, 0.467, -0.733)

Here are the Mulliken charges for atoms 1 to 4, given in e: number 1, C, carries -1.01; number 2, C, carries 0.69; number 3, O, carries -0.50; number 4, N, carries -0.47

Version Q
Below is the molecule C3H6N2O2, with properties calculated with ωB97M-V/def2-TZVPD.

Calculated values
Highest occupied orbital energy, Ha: -0.34423
HOMO-LUMO gap, eV: 10.187

CARTESIAN COORDINATES (ANGSTROEM)
N (-1.824, -0.656, -0.198)
N (-0.710, -0.105, 0.325)
C (0.572, -0.909, -0.067)
C (1.613, 0.170, 0.063)
O (0.820, 1.337, -0.305)
C (-0.387, 1.200, 0.166)
O (-1.198, 2.113, 0.041)
H (-2.269, -0.035, -0.635)
H (-2.712, -1.053, 0.477)
H (0.396, -1.184, -1.012)
H (0.764, -1.741, 0.506)
H (2.583, 0.406, -0.476)
H (2.351, 0.457, 1.114)

Here are the Mulliken charges for atoms 1 to 4, given in e: number 1, N, carries -0.76; number 2, N, carries 0.34; number 3, C, carries -0.47; number 4, C, carries -0.34

Version R
Below is a cluster of 2 separate species, C3H6N2O2 in total, with properties calculated with ωB97M-V/def2-TZVPD.

Calculated values
Highest occupied orbital energy, Ha: -0.32533
HOMO-LUMO gap, eV: 9.208

CARTESIAN COORDINATES (ANGSTROEM)
C (-0.498, 0.244, 0.468)
C (0.441, -0.237, -1.504)
C (1.343, 0.643, -0.597)
H (-1.523, -1.914, 1.281)
H (-0.757, 0.566, 2.491)
H (0.646, -1.449, -1.713)
H (0.008, 0.349, -2.386)
H (1.647, 1.693, -1.012)
H (2.328, 0.234, -0.409)
N (-1.348, 0.184, 1.555)
N (-0.798, -0.308, -0.587)
O (-2.194, -0.810, 1.702)
O (0.707, 0.804, 0.711)

Here are the Mulliken charges for atoms 1 to 4, given in e: number 1, C, carries 0.51; number 2, C, carries -0.22; number 3, C, carries -0.33; number 4, H, carries 0.32

Which structure wins on stability? version P wins.

Version P
Below is the molecule C3H6N2O2, with properties calculated with ωB97M-V/def2-TZVPD.

Calculated values
Highest occupied orbital energy, Ha: -0.32138
HOMO-LUMO gap, eV: 9.459

CARTESIAN COORDINATES (ANGSTROEM)
C (-1.049, 0.587, -2.430)
C (-0.885, -0.279, -1.435)
N (-0.122, -0.010, -0.310)
C (0.237, -0.832, 0.605)
O (-0.011, -1.795, 1.262)
N (1.227, 0.382, 1.493)
O (0.761, 0.505, 2.827)
H (-1.672, 0.340, -3.275)
H (-0.551, 1.547, -2.432)
H (-1.301, -1.282, -1.490)
H (2.230, 0.194, 1.519)
H (0.736, 1.020, 0.638)
H (0.400, -0.378, 3.029)

Here are the Mulliken charges for atoms 1 to 4, given in e: number 1, C, carries -0.73; number 2, C, carries -0.03; number 3, N, carries -0.45; number 4, C, carries 0.56

Version Q
Below is a structure of composition C3H6N2O2, with properties calculated with ωB97M-V/def2-TZVPD.

Calculated values
Highest occupied orbital energy, Ha: -0.35640
HOMO-LUMO gap, eV: 10.402

CARTESIAN COORDINATES (ANGSTROEM)
C (-1.270, 0.893, -0.893)
N (0.581, 0.341, 0.983)
C (1.353, -0.306, 0.147)
C (-0.980, -0.171, 0.095)
O (2.673, -0.451, 0.400)
N (-1.740, -0.959, 0.644)
O (0.784, -0.942, -0.779)
H (3.061, -0.952, -0.330)
H (0.981, 0.708, 1.836)
H (-1.391, -1.640, 1.304)
H (-0.400, 1.118, -1.501)
H (-2.081, 0.561, -1.541)
H (-1.571, 1.800, -0.366)

Here are the Mulliken charges for atoms 1 to 4, given in e: number 1, C, carries -0.96; number 2, N, carries -0.47; number 3, C, carries 0.63; number 4, C, carries 0.85

Version R
Below is the molecule C3H6N2O2, with properties calculated with ωB97M-V/def2-TZVPD.

Calculated values
Highest occupied orbital energy, Ha: -0.36907
HOMO-LUMO gap, eV: 10.945

CARTESIAN COORDINATES (ANGSTROEM)
H (1.944, 1.638, -1.319)
N (1.487, 0.757, -1.086)
C (1.681, 0.524, 0.136)
O (1.253, -0.592, 0.774)
C (-0.115, -0.962, 0.810)
C (-1.017, 0.129, 0.236)
N (-1.881, -0.259, -0.742)
O (-0.958, 1.265, 0.664)
H (2.240, 1.153, 0.831)
H (-0.258, -1.937, 0.330)
H (-0.354, -1.070, 1.873)
H (-2.274, 0.493, -1.289)
H (-1.749, -1.137, -1.217)

Here are the Mulliken charges for atoms 1 to 4, given in e: number 1, H, carries 0.25; number 2, N, carries -0.59; number 3, C, carries 0.14; number 4, O, carries -0.37

Version S
Below is a cluster of 2 separate species, C3H6N2O2 in total, with properties calculated with ωB97M-V/def2-TZVPD.

Calculated values
Highest occupied orbital energy (alpha / beta), Ha: -0.34573 / -0.34579
HOMO-LUMO gap (alpha / beta), eV: 7.073 / 7.080

CARTESIAN COORDINATES (ANGSTROEM)
C (-0.226, 1.607, 0.504)
C (1.345, -0.069, 0.365)
C (-0.213, -0.726, -0.004)
N (-0.372, -0.887, -1.351)
O (1.476, 0.313, 1.534)
N (-0.942, -1.120, 0.956)
O (2.073, -0.164, -0.607)
H (-1.089, -1.517, -1.679)
H (0.480, -0.840, -1.894)
H (-1.658, -1.792, 0.666)
H (-0.748, 1.439, 1.431)
H (0.629, 2.265, 0.511)
H (-0.755, 1.490, -0.431)

Here are the Mulliken charges for atoms 1 to 4, given in e: number 1, C, carries -0.56; number 2, C, carries 0.78; number 3, C, carries 0.27; number 4, N, carries -0.40

Which structure wins on stability? version R wins.

Version P
Below is the molecule CHNO3S, with properties calculated with ωB97M-V/def2-TZVPD.

Calculated values
Highest occupied orbital energy, Ha: -0.36484
HOMO-LUMO gap, eV: 9.906

CARTESIAN COORDINATES (ANGSTROEM)
C (1.048, -0.074, 0.127)
N (0.578, 1.150, -0.193)
O (-0.775, 1.175, 0.094)
O (-1.817, -0.849, -0.869)
O (0.289, -0.989, 0.560)
S (-1.392, -0.391, 0.382)
H (2.069, -0.023, -0.102)

Here are the Mulliken charges for atoms 1 to 4, given in e: number 1, C, carries 0.17; number 2, N, carries -0.28; number 3, O, carries -0.21; number 4, O, carries -0.39

Version Q
Below is a cluster of 2 separate species, CHNO3S in total, with properties calculated with ωB97M-V/def2-TZVPD.

Calculated values
Highest occupied orbital energy, Ha: -0.45302
HOMO-LUMO gap, eV: 11.667

CARTESIAN COORDINATES (ANGSTROEM)
O (-4.636, -1.123, -0.638)
S (-3.789, -0.298, 0.098)
O (-4.017, -0.130, 1.497)
O (-2.753, 0.453, -0.559)
C (-0.240, -0.078, 0.390)
N (-0.419, -1.099, -0.055)
H (0.161, 0.778, 1.072)

Here are the Mulliken charges for atoms 1 to 4, given in e: number 1, O, carries -0.36; number 2, S, carries 1.11; number 3, O, carries -0.39; number 4, O, carries -0.39

Version R
Below is a cluster of 2 separate species, CHNO3S in total, with properties calculated with ωB97M-V/def2-TZVPD.

Calculated values
Highest occupied orbital energy, Ha: -0.38722
HOMO-LUMO gap, eV: 10.585

CARTESIAN COORDINATES (ANGSTROEM)
O (0.238, 1.425, -3.667)
C (-0.554, 2.028, -3.083)
S (-1.588, 2.900, -2.281)
O (-0.409, -1.136, -1.385)
N (-0.009, -0.033, -1.621)
O (1.015, 0.351, -0.914)
H (1.587, -0.409, -0.633)

Here are the Mulliken charges for atoms 1 to 4, given in e: number 1, O, carries -0.33; number 2, C, carries 0.65; number 3, S, carries -0.28; number 4, O, carries -0.46

Which structure wins on stability? version Q wins.

Version P
Below is the ion C4H12N2O with charge +1, with properties calculated with ωB97M-V/def2-TZVPD.

Calculated values
Total charge: +1
Expectation value of S²: 0.75
2S+1: 2
Highest occupied orbital energy (alpha / beta), Ha: -0.30608 / -0.41746
HOMO-LUMO gap (alpha / beta), eV: 4.754 / 7.774

CARTESIAN COORDINATES (ANGSTROEM)
O (-1.528, -1.698, -0.553)
C (-1.301, -1.250, 0.622)
C (-0.910, 0.191, 0.711)
C (0.258, 0.532, -0.237)
C (1.478, -0.255, 0.203)
N (2.363, -0.438, -1.028)
N (-2.103, 1.060, 0.297)
H (-1.590, -1.716, 1.569)
H (-0.758, 0.393, 1.775)
H (0.316, 1.615, -0.339)
H (-0.122, 0.071, -1.160)
H (1.269, -1.244, 0.600)
H (2.093, 0.314, 0.902)
H (2.661, 0.485, -1.356)
H (1.936, -0.999, -1.756)
H (3.219, -0.911, -0.738)
H (-3.051, 0.670, 0.399)
H (-2.184, 1.235, -0.719)
H (-2.047, 1.946, 0.807)

Here are the Mulliken charges for atoms 1 to 4, given in e: number 1, O, carries -0.65; number 2, C, carries -0.52; number 3, C, carries -0.21; number 4, C, carries -0.70

Version Q
Below is a structure of composition C4H12N2O, with properties calculated with ωB97M-V/def2-TZVPD.

Calculated values
Total charge: +1
Expectation value of S²: 0.75
2S+1: 2
Highest occupied orbital energy (alpha / beta), Ha: -0.48891 / -0.48906
HOMO-LUMO gap (alpha / beta), eV: 10.388 / 6.677

CARTESIAN COORDINATES (ANGSTROEM)
C (1.107, 1.524, 0.966)
C (0.869, 1.068, -0.435)
C (0.585, 1.886, -1.503)
N (1.027, -0.345, -0.706)
H (1.358, 2.590, 0.890)
H (0.256, 1.425, 1.681)
H (1.988, 0.993, 1.388)
H (0.233, 1.593, -2.507)
H (0.803, 2.924, -1.331)
H (1.866, -0.685, -0.246)
H (1.089, -0.488, -1.722)
H (0.032, -1.063, -0.248)
N (-1.181, -1.972, -0.218)
C (-1.747, -1.192, 0.967)
O (-0.728, -0.533, 1.466)
H (-0.770, -2.857, 0.088)
H (-2.030, -2.315, -0.703)
H (-2.581, -0.584, 0.553)
H (-2.178, -1.971, 1.619)

Here are the Mulliken charges for atoms 1 to 4, given in e: number 1, C, carries -1.05; number 2, C, carries 0.76; number 3, C, carries -1.01; number 4, N, carries -0.39

Version R
Below is the ion C4H12N2O with charge +1, with properties calculated with ωB97M-V/def2-TZVPD.

Calculated values
Total charge: +1
Expectation value of S²: 0.75
2S+1: 2
Highest occupied orbital energy (alpha / beta), Ha: -0.52426 / -0.52408
HOMO-LUMO gap (alpha / beta), eV: 11.299 / 6.716

CARTESIAN COORDINATES (ANGSTROEM)
C (0.160, 0.546, 0.967)
C (1.649, 0.254, 0.680)
C (1.981, 0.510, -0.779)
O (1.533, 1.780, -1.275)
N (-0.726, -0.438, 0.442)
C (-1.876, -1.316, 0.622)
N (-2.519, -1.403, -0.642)
H (-0.033, 0.650, 2.038)
H (-0.096, 1.547, 0.593)
H (1.796, -0.788, 0.959)
H (2.245, 0.978, 1.239)
H (1.410, -0.161, -1.425)
H (3.036, 0.491, -1.022)
H (1.331, 2.391, -0.558)
H (-0.408, -0.671, -0.507)
H (-1.468, -2.272, 0.973)
H (-2.538, -0.917, 1.400)
H (-3.271, -2.074, -0.732)
H (-2.919, -0.504, -0.900)

Here are the Mulliken charges for atoms 1 to 4, given in e: number 1, C, carries -0.36; number 2, C, carries -0.67; number 3, C, carries -0.36; number 4, O, carries -0.47

Which structure wins on stability? version R wins.